Molecular formula: C15H43BaO10
Method: DFT, ωB97M-V/def2-TZVPD

The geometry in XYZ format:
```
69
Properties=species:S:1:pos:R:3
Ba -1.8067 2.2448 2.5598
O 0.1644 -1.3040 -0.2579
C 0.4568 -0.0479 0.0853
O 1.4238 0.4439 -0.5324
O -0.2962 0.5569 0.8878
H 0.8551 -1.3213 -0.9244
C -5.3045 -0.0742 0.7375
C -4.6286 -0.4953 2.1238
O -3.3076 -0.0671 2.0582
H -6.3768 0.0107 0.9138
H -5.1407 -0.6716 -0.1594
H -5.0404 0.9566 0.5015
H -4.7137 -1.5567 2.3570
H -5.0920 -0.0030 2.9788
H -2.9091 -0.5681 1.3428
C 3.8349 3.9105 1.9399
C 3.0407 3.1783 0.8374
O 2.6252 1.9088 1.3365
H 3.2266 4.3435 2.7340
H 4.4246 4.6682 1.4239
H 4.5605 3.2390 2.3990
H 3.6915 2.8845 0.0138
H 2.2728 3.7418 0.3075
H 2.3510 1.4506 0.5387
C -0.4305 -3.2739 -3.0280
C 0.5121 -2.1266 -3.3341
O 1.7748 -2.2920 -2.6732
H -0.0714 -4.2722 -3.2778
H -1.3849 -3.2068 -3.5504
H -0.7952 -3.2800 -2.0009
H -0.0203 -1.2039 -3.1034
H 0.6345 -2.0183 -4.4118
H 2.3593 -1.5398 -2.7922
C 0.1342 4.4550 -3.1829
C 0.2827 2.9636 -2.8428
O -0.2308 2.8215 -1.4729
H -0.9098 4.5030 -3.4927
H 0.8563 4.6919 -3.9642
H 0.3941 5.1068 -2.3488
H 1.3401 2.7229 -2.7334
H -0.0540 2.2834 -3.6252
H 0.1900 2.0897 -1.0158
C 4.8937 -0.5048 -1.4429
C 4.4230 0.4953 -2.4593
O 3.1057 0.1607 -2.8195
H 5.9514 -0.3740 -1.2138
H 4.6908 -1.5278 -1.7596
H 4.3496 -0.4214 -0.5021
H 5.1755 0.5476 -3.2461
H 4.4516 1.4442 -1.9238
H 2.5025 0.4275 -2.1220
C -3.9695 -3.6597 0.4608
C -2.6368 -3.1961 0.9989
O -2.4398 -2.0435 0.1716
H -3.8480 -3.9336 -0.5872
H -4.7818 -2.9348 0.5135
H -4.2761 -4.5358 1.0322
H -1.8373 -3.9323 0.9149
H -2.6617 -2.9676 2.0644
H -1.5086 -1.9745 -0.0513
C 0.2668 -1.1268 3.7081
C -0.9459 -0.8443 4.6238
O -1.4803 0.4641 4.5054
H 0.1313 -1.2330 2.6317
H 0.8023 -2.0581 3.8925
H 0.9570 -0.2907 3.8204
H -0.6909 -0.9618 5.6770
H -1.7664 -1.5071 4.3492
H -1.7512 0.6355 5.4103
```

As for the total charge: +1. The HOMO energy comes out at -11.709 eV. For the maximum force, the calculation gives 0.05715 Eh/bohr. As for the LUMO energy: -4.4028 eV. The value obtained for the orbital gap is 7.306 eV.

Atom charges from the Löwdin analysis, given in e for atoms 1 to 5: atom 1 (Ba): 1.99, atom 2 (O): 0.11, atom 3 (C): -0.76, atom 4 (O): -0.02, atom 5 (O): -0.17

=====

Molecular formula: C15H44O7
Method: DFT, ωB97M-V/def2-TZVPD

The geometry in XYZ format:
```
66
Properties=species:S:1:pos:R:3
C 0.7922 -5.5548 1.0049
C 2.0803 -6.2114 0.4384
C 2.7651 -7.1154 1.4438
O 1.8054 -6.9933 -0.7397
H 0.9933 -4.7644 1.7280
H 0.1254 -6.2978 1.4423
H 0.2290 -5.1119 0.1835
H 2.7416 -5.4160 0.0948
H 3.8028 -7.2583 1.1420
H 2.2616 -8.0787 1.5254
H 2.8077 -6.6249 2.4163
H 1.0846 -6.5146 -1.1555
C -5.0637 -3.0945 3.4459
C -4.8735 -1.6147 3.8768
C -5.8127 -1.3403 5.0419
O -3.5590 -1.4994 4.3488
H -5.0692 -3.8314 4.2490
H -4.2774 -3.4426 2.7761
H -6.0656 -3.0785 3.0169
H -5.0193 -0.9134 3.0552
H -5.7602 -0.3833 5.5610
H -5.7877 -2.0501 5.8687
H -6.8304 -1.3348 4.6518
H -3.3644 -0.5618 4.4175
C 4.3141 4.9630 4.3096
C 3.9242 6.3480 4.7462
C 2.5801 6.7911 4.1593
O 3.8169 6.3086 6.2246
H 5.3736 4.8309 4.5289
H 4.2739 4.7749 3.2367
H 3.6770 4.1846 4.7294
H 4.6369 7.1301 4.4842
H 2.7127 6.8906 3.0820
H 2.1496 7.6327 4.7020
H 1.8837 5.9526 4.1566
H 4.7295 6.3425 6.5208
C -0.8779 0.4911 -0.9232
C -0.4985 1.9009 -0.9254
C 0.5345 2.3691 0.0818
O -0.0345 2.2447 -2.1865
H -1.2826 0.1807 -1.8864
H -1.7483 0.2313 -0.3208
H -0.0833 -0.1428 -0.5295
H -1.4349 2.4092 -0.6958
H 0.4056 3.4370 0.2581
H 1.5614 2.3360 -0.2821
H 0.4000 1.8316 1.0205
H 0.2509 1.4627 -2.6647
C -0.9446 -0.4535 -7.0877
O 0.4290 -0.5249 -6.6668
H -1.5322 -0.7691 -6.2256
H -1.3200 0.4851 -7.4954
H -1.1848 -1.2862 -7.7488
H 1.0682 -0.4082 -7.3735
C 0.0979 -5.2884 -5.7997
O 0.2145 -4.4636 -4.6616
H 0.8548 -5.0680 -6.5525
H 0.2106 -6.3502 -5.5809
H -0.8904 -5.2733 -6.2594
H -0.0967 -3.5850 -4.8913
C 0.5384 7.1496 -4.9784
O -0.6850 6.4086 -4.9586
H 0.8383 7.3194 -3.9443
H 1.3646 6.6260 -5.4595
H 0.2870 8.1076 -5.4334
H -0.5200 5.5590 -4.5432
```

The HOMO energy comes out at -10.017 eV. For the maximum force, the calculation gives 0.05241 Eh/bohr. Its SMILES is CC(C)O.CC(C)O.CC(C)O.CC(C)O.CO.CO.CO. As for the LUMO energy: 0.3078 eV. The value obtained for the orbital gap is 10.325 eV.

Atom charges from the natural (NBO) analysis, given in e for atoms 1 to 5: atom 1 (C): -0.64, atom 2 (C): 0.10, atom 3 (C): -0.63, atom 4 (O): -0.72, atom 5 (H): 0.22

=====

Molecular formula: C15H44O7
Method: DFT, ωB97M-V/def2-TZVPD

The geometry in XYZ format:
```
66
Properties=species:S:1:pos:R:3
C 3.5980 -2.3952 0.6148
C 4.9270 -1.6770 0.2013
C 5.1808 -1.5491 -1.3204
O 4.7996 -0.3347 0.6286
H 3.5553 -3.2896 -0.0068
H 2.7295 -1.8233 0.2882
H 3.3984 -2.7482 1.6265
H 5.8064 -2.1602 0.6273
H 4.3208 -1.0279 -1.7411
H 5.3398 -2.4829 -1.8597
H 6.1321 -1.0438 -1.4872
H 3.9037 -0.0656 0.4128
C -2.9104 -2.6456 -1.4121
C -1.5091 -3.3158 -1.3393
C -0.5353 -2.5746 -2.1998
O -1.0813 -3.3309 -0.0459
H -3.5332 -2.9575 -0.5737
H -3.3473 -2.9005 -2.3777
H -2.9636 -1.5613 -1.3146
H -1.5915 -4.3718 -1.5966
H -0.5899 -1.5257 -1.9085
H -0.7307 -2.5784 -3.2722
H 0.5071 -2.8831 -2.1205
H -0.6564 -4.1595 0.1873
C -1.8572 2.5177 -0.7606
C -3.1488 3.0524 -1.3834
C -3.3265 4.5406 -1.4236
O -3.1738 2.5852 -2.7061
H -1.0659 2.4340 -1.5055
H -2.0371 1.5044 -0.4015
H -1.5442 3.1962 0.0330
H -4.0052 2.7798 -0.7667
H -3.2584 4.9796 -0.4282
H -4.3284 4.7671 -1.7883
H -2.6097 5.0888 -2.0350
H -3.8208 1.8810 -2.6225
C 3.4751 2.0783 -1.2832
C 2.1051 1.5504 -0.8887
C 1.4327 0.8484 -2.0831
O 2.3293 0.7232 0.2030
H 3.4711 2.9796 -1.8961
H 3.9947 1.3148 -1.8622
H 4.0757 2.3054 -0.4024
H 1.5219 2.4381 -0.6438
H 1.6841 -0.2122 -2.0927
H 1.8099 1.2848 -3.0080
H 0.3499 0.9652 -2.0389
H 1.5274 0.2018 0.2852
C -2.5422 1.9649 3.2460
C -1.3599 1.0165 3.2333
C -0.8097 0.5009 4.5342
O -1.8622 -0.0366 2.5069
H -2.3158 2.9586 3.6327
H -3.3597 1.5882 3.8607
H -2.8336 2.1385 2.2101
H -0.4796 1.2824 2.6482
H -1.5112 0.2988 5.3436
H -0.2207 1.3478 4.8861
H 0.0015 -0.2233 4.4593
H -2.2972 -0.6676 3.0850
O -2.7322 -2.9841 2.2951
H -2.9314 -3.9155 2.1995
H -2.0851 -2.8058 1.6127
O 0.0139 -0.8052 0.4962
H -0.3885 -1.5910 0.1263
H -0.6369 -0.4698 1.1127
```

The HOMO energy comes out at -9.115 eV. For the maximum force, the calculation gives 0.06574 Eh/bohr. Its SMILES is CC(C)O.CC(C)O.CC(C)O.CC(C)O.CC(C)O.O.O. As for the LUMO energy: 0.1383 eV. The value obtained for the orbital gap is 9.253 eV.

Atom charges from the natural (NBO) analysis, given in e for atoms 1 to 5: atom 1 (C): -0.65, atom 2 (C): 0.11, atom 3 (C): -0.63, atom 4 (O): -0.76, atom 5 (H): 0.19

=====

Question: Among the records above, which one has the lowest orbital gap?
Answer: C15H43BaO10